The following is a quantum chemistry calculation of 2 unconnected molecules or ions with the total composition C15H24ClN3O3 at a distorted geometry, from the Open Molecules 2025 dataset.

Geometry as ORCA input:
```
! wB97M-V def2-TZVPD RIJCOSX def2/J DEFGRID3
* xyz 0 1
C -3.66747 -1.62611 -3.80617
N -2.20969 -1.73723 -3.75387
C -1.42541 -2.15021 -2.74785
O -0.21618 -2.00103 -2.88048
C -2.01136 -2.74164 -1.42967
C -0.98112 -3.48183 -0.55948
N -3.19729 -3.60155 -1.55715
C -3.31036 -4.65369 -2.36935
C -4.58611 -5.45353 -2.24510
O -2.46393 -4.98414 -3.18516
H -4.10210 -2.59070 -4.07467
H -4.06063 -1.29785 -2.84288
H -3.95089 -0.89532 -4.56541
H -1.69229 -1.42696 -4.56230
H -2.32662 -1.87075 -0.85602
H -0.13710 -2.82821 -0.34175
H -1.43598 -3.79484 0.38039
H -0.61136 -4.35875 -1.09320
H -3.95626 -3.43201 -0.92067
H -5.44422 -4.79827 -2.37431
H -4.59589 -6.22305 -3.01593
H -4.61935 -5.92376 -1.26462
C 4.85622 2.74261 4.15839
O 4.15718 3.29260 3.03371
C 3.33750 2.47067 2.29211
C 3.28379 1.07163 2.46704
C 2.41906 0.28394 1.70332
C 1.59294 0.87586 0.75241
Cl 0.49008 -0.09125 -0.18364
C 1.65218 2.25208 0.55088
C 2.51487 3.06127 1.30609
C 2.52596 4.55325 1.02092
C 1.23526 5.22726 1.49541
N 1.19320 5.25605 2.96055
H 4.16197 2.26384 4.85674
H 5.37618 3.54405 4.69148
H 5.60249 2.01140 3.83212
H 3.90844 0.56676 3.19436
H 2.38156 -0.79192 1.84637
H 1.01459 2.69265 -0.20874
H 3.38214 5.04561 1.49155
H 2.62857 4.70300 -0.05805
H 1.19384 6.25201 1.11232
H 0.36368 4.69133 1.10567
H 0.27883 5.55127 3.29987
H 1.45109 4.34547 3.34471
*
```

- structure (SMILES) = CNC(=O)[C@H](C)NC(C)=O.COc1ccc(Cl)cc1CCN
- Kohn-Sham gap (eV) = 8.90

---

The following is a quantum chemistry calculation of 2 unconnected molecules or ions with the total composition C15H24F8N2O5 at a distorted geometry, from the Open Molecules 2025 dataset.

Geometry as ORCA input:
```
! wB97M-V def2-TZVPD RIJCOSX def2/J DEFGRID3
* xyz 0 1
C -1.74367 -1.77247 2.36235
C -1.22260 -0.21118 2.65090
O -1.99753 0.69158 1.77630
C -1.50526 2.07627 1.86411
C -1.07760 2.75445 0.43414
C -2.23764 2.71759 -0.72562
C -2.14978 1.44330 -1.75481
C -0.79319 0.55841 -1.49278
C -0.43298 -0.52456 -2.67157
C 0.13072 -1.88715 -1.88771
O 1.47366 -1.71772 -1.31324
C 1.59685 -2.32322 0.02130
C 3.03454 -3.04451 0.33264
F 2.96711 -3.73619 1.65669
F 3.16855 -4.15486 -0.68325
C 4.35413 -2.09300 0.13292
F 4.45824 -1.56426 -1.27890
F 5.54545 -3.01337 0.26941
C 4.55766 -0.93455 1.27596
F 5.93558 -0.33301 1.12619
F 4.50793 -1.44987 2.67674
C 3.50432 0.31774 1.19673
F 3.30862 0.89466 -0.15292
F 4.11215 1.42232 2.02977
N 0.36870 1.56103 -1.44904
C 0.36235 2.10561 -0.00599
H -0.81908 -2.30378 1.84084
H -2.03263 -2.33552 3.34683
H -2.65165 -1.68816 1.62262
H -0.05876 -0.14767 2.47008
H -1.39776 -0.02618 3.80464
H -2.25889 2.74571 2.48282
H -0.51063 2.03076 2.52252
H -0.87344 3.90854 0.65930
H -2.19239 3.77904 -1.26999
H -3.28308 2.64663 -0.18059
H -2.08616 1.87123 -2.85564
H -3.15567 0.81012 -1.67324
H -0.92059 -0.04707 -0.49584
H 0.29948 -0.13031 -3.49453
H -1.47326 -0.86737 -3.14604
H -0.70736 -2.17491 -1.12370
H 0.20347 -2.72563 -2.70146
H 0.77024 -3.17860 0.12405
H 1.27989 -1.49543 0.80070
H 2.45337 0.10721 1.69821
H 0.27964 2.33311 -2.14585
H 1.23322 1.01743 -1.66691
H 1.28899 2.80068 0.19257
H 0.51754 1.14253 0.67695
N -6.03269 1.03614 -1.96968
O -5.16263 0.41664 -2.60379
O -5.72473 2.04944 -1.32046
O -7.21075 0.64240 -1.98471
*
```

- Kohn-Sham gap (eV) = 5.70

---

The following is a quantum chemistry calculation of C15H24FO4P in the gas phase at a distorted geometry, from the Open Molecules 2025 dataset.

Geometry as ORCA input:
```
! wB97M-V def2-TZVPD RIJCOSX def2/J DEFGRID3
* xyz 0 1
C 5.78633 1.49824 -0.07620
C 4.52829 0.64450 0.01478
C 3.97056 0.60865 1.43558
C 2.70642 -0.23712 1.52944
O 1.64994 0.39146 0.80225
P 0.94592 -0.40674 -0.38297
O 1.77956 -1.36124 -1.12707
O -0.30130 -1.09576 0.35437
C -0.85998 -2.30995 -0.13811
C -0.94143 -3.32083 1.00012
C -1.47117 -4.68150 0.54796
C -2.93636 -4.64715 0.12873
C 0.26723 0.95214 -1.44896
O -0.02002 0.37763 -2.69256
C -0.95250 1.50884 -0.78439
C -2.22082 1.12285 -1.19344
C -3.34305 1.59287 -0.53488
C -3.17342 2.44443 0.53999
F -4.26375 2.90461 1.19200
C -1.91888 2.84031 0.96916
C -0.80735 2.36714 0.29846
H 5.57726 2.52252 0.22479
H 6.56305 1.10266 0.57464
H 6.16569 1.51033 -1.09480
H 3.76430 1.04233 -0.65666
H 4.74901 -0.37417 -0.30928
H 3.73879 1.62326 1.76556
H 4.71445 0.18884 2.11546
H 2.88878 -1.23390 1.11590
H 2.37724 -0.33228 2.56852
H -0.22932 -2.70008 -0.94354
H -1.85278 -2.07750 -0.53224
H -1.57904 -2.91371 1.78702
H 0.06299 -3.44168 1.41193
H -1.35811 -5.38352 1.37659
H -0.86218 -5.04660 -0.28142
H -3.55055 -4.23424 0.92558
H -3.07467 -4.04223 -0.76308
H -3.28756 -5.65333 -0.08753
H 1.04000 1.73168 -1.54174
H 0.69455 -0.23948 -2.90451
H -2.32000 0.46000 -2.03861
H -4.33622 1.30535 -0.84196
H -1.82633 3.50524 1.81325
H 0.18170 2.65491 0.62031
*
```

- structure (SMILES) = CCCCOP(=O)(OCCCC)[C@@H](O)c1ccc(F)cc1
- Kohn-Sham gap (eV) = 9.73
- energy above the lowest of the compared OMol25 structures with the same formula, charge and spin (kJ/mol) = 4.93

---

The following is a quantum chemistry calculation of a molecular structure, C15H24GaI2N2O3S2V at a distorted geometry, from the Open Molecules 2025 dataset.

Geometry as ORCA input:
```
! wB97M-V def2-TZVPD RIJCOSX def2/J DEFGRID3
* xyz 4 3
I 1.90714 2.84816 -0.30120
I -2.23838 -2.33359 -3.06324
V -1.44657 -1.06050 -0.76947
Ga 0.14013 0.83128 0.26388
S -1.22212 1.15226 -1.71589
S 0.83372 -0.67346 -1.49574
C -0.82308 1.81998 1.55912
C -2.71621 2.29294 -1.69772
C 2.19790 -1.91421 -1.13157
C -3.66990 1.72091 -2.75263
C -3.38015 2.43733 -0.33542
C -2.12813 3.63675 -2.15568
C 2.18916 -2.81029 -2.38007
C 1.97259 -2.74569 0.12350
C 3.48482 -1.08480 -1.05763
C -3.19724 -0.87195 -0.09472
C -1.26450 -2.64963 0.24241
O -1.33213 2.48886 2.34467
O -4.27640 -0.78855 0.29808
O -1.20461 -3.66381 0.78248
H -4.02323 0.72309 -2.48273
H -3.18700 1.65521 -3.73143
H -4.53805 2.38572 -2.83537
H -3.17846 1.58898 0.32089
H -4.46581 2.49680 -0.47947
H -3.06033 3.35709 0.15757
H -1.34127 3.97428 -1.47450
H -2.92902 4.38573 -2.16449
H -1.70995 3.56272 -3.16314
H 2.95237 -3.58841 -2.25920
H 2.41847 -2.23512 -3.28125
H 1.21593 -3.29228 -2.51141
H 2.93893 -2.90159 0.61834
H 1.56694 -3.72729 -0.12794
H 1.30932 -2.25479 0.83787
H 4.33121 -1.76621 -0.91013
H 3.46365 -0.37546 -0.22721
H 3.64803 -0.52083 -1.98002
C 0.91061 -1.85922 3.13126
C 1.53627 -0.52389 2.94243
N 1.28281 0.43097 1.97843
C 1.94339 1.50896 2.51849
C 2.61814 1.18919 3.64912
N 2.37769 -0.08811 3.90801
H 1.69742 -2.64137 3.05338
H 0.49887 -1.89904 4.16052
H 0.05678 -2.01287 2.45684
H 1.93207 2.52838 2.20793
H 3.19565 1.86705 4.27026
H 2.71257 -0.59967 4.75381
*
```

- Kohn-Sham gap (spin up / spin down) (eV) = 4.13 / 4.11

---

Please write out number 2 again, unchanged.
The following is a quantum chemistry calculation of 2 unconnected molecules or ions with the total composition C15H24F8N2O5 at a distorted geometry, from the Open Molecules 2025 dataset.

Geometry as ORCA input:
```
! wB97M-V def2-TZVPD RIJCOSX def2/J DEFGRID3
* xyz 0 1
C -1.74367 -1.77247 2.36235
C -1.22260 -0.21118 2.65090
O -1.99753 0.69158 1.77630
C -1.50526 2.07627 1.86411
C -1.07760 2.75445 0.43414
C -2.23764 2.71759 -0.72562
C -2.14978 1.44330 -1.75481
C -0.79319 0.55841 -1.49278
C -0.43298 -0.52456 -2.67157
C 0.13072 -1.88715 -1.88771
O 1.47366 -1.71772 -1.31324
C 1.59685 -2.32322 0.02130
C 3.03454 -3.04451 0.33264
F 2.96711 -3.73619 1.65669
F 3.16855 -4.15486 -0.68325
C 4.35413 -2.09300 0.13292
F 4.45824 -1.56426 -1.27890
F 5.54545 -3.01337 0.26941
C 4.55766 -0.93455 1.27596
F 5.93558 -0.33301 1.12619
F 4.50793 -1.44987 2.67674
C 3.50432 0.31774 1.19673
F 3.30862 0.89466 -0.15292
F 4.11215 1.42232 2.02977
N 0.36870 1.56103 -1.44904
C 0.36235 2.10561 -0.00599
H -0.81908 -2.30378 1.84084
H -2.03263 -2.33552 3.34683
H -2.65165 -1.68816 1.62262
H -0.05876 -0.14767 2.47008
H -1.39776 -0.02618 3.80464
H -2.25889 2.74571 2.48282
H -0.51063 2.03076 2.52252
H -0.87344 3.90854 0.65930
H -2.19239 3.77904 -1.26999
H -3.28308 2.64663 -0.18059
H -2.08616 1.87123 -2.85564
H -3.15567 0.81012 -1.67324
H -0.92059 -0.04707 -0.49584
H 0.29948 -0.13031 -3.49453
H -1.47326 -0.86737 -3.14604
H -0.70736 -2.17491 -1.12370
H 0.20347 -2.72563 -2.70146
H 0.77024 -3.17860 0.12405
H 1.27989 -1.49543 0.80070
H 2.45337 0.10721 1.69821
H 0.27964 2.33311 -2.14585
H 1.23322 1.01743 -1.66691
H 1.28899 2.80068 0.19257
H 0.51754 1.14253 0.67695
N -6.03269 1.03614 -1.96968
O -5.16263 0.41664 -2.60379
O -5.72473 2.04944 -1.32046
O -7.21075 0.64240 -1.98471
*
```

- Kohn-Sham gap (eV) = 5.70